Record 1
Computed, not measured: C15H30CaCl2O26PbS6 as an isolated structure at a distorted geometry, with the ωB97M-V functional and the def2-TZVPD basis.

Each line ends with the Löwdin spin population.
Positions of all 81 atoms, in Å:
Pb: 5.34990 0.79472 -1.37426  0.000
Ca: 2.82656 -2.57896 -1.73628  -0.003
O: 2.96248 -0.13253 -1.39370  0.014
C: 1.84171 0.24447 -0.69671  0.026
C: 0.94612 -0.81605 0.15250  0.105
O: 0.96592 -2.10597 -0.42285  0.757
H: 1.17092 0.66632 -1.44515  0.005
H: 2.15107 1.08620 -0.07711  -0.001
H: -0.06904 -0.42884 0.23969  0.014
H: 1.31118 -0.91220 1.17504  0.063
C: 0.84691 2.88018 -3.56100  0.000
C: 1.43761 1.92069 -4.56890  0.000
O: 2.48405 2.66003 -5.14016  0.000
S: 3.26196 3.54369 -4.02296  0.000
O: 3.92855 4.69985 -4.61053  0.000
O: 4.03233 2.74203 -3.11199  0.000
O: 1.80964 3.86759 -3.26224  0.000
H: 0.63773 2.43385 -2.58882  0.000
H: -0.11750 3.34106 -3.77453  0.000
H: 0.72308 1.66347 -5.35081  0.000
H: 1.63167 0.97017 -4.07196  0.000
C: -3.74312 -0.37831 2.48925  0.000
C: -2.90099 -0.83708 1.31137  0.001
O: -3.30375 -0.12530 0.21170  0.000
S: -4.57611 0.92040 0.43305  0.000
O: -5.83924 0.23072 0.22708  0.000
O: -4.29100 2.23599 -0.15472  0.000
O: -4.25442 0.84190 2.09366  0.000
H: -3.08553 -0.30232 3.35522  0.000
H: -4.44363 -1.19999 2.63838  0.000
H: -3.00964 -1.90457 1.11963  0.000
H: -1.84696 -0.56680 1.37526  0.000
C: 2.90565 4.81237 2.28177  0.000
C: 4.40015 4.58926 2.28013  0.000
O: 4.66276 4.99975 0.94365  0.000
S: 3.62628 4.37888 -0.15468  0.000
O: 3.83475 2.97149 -0.32039  0.000
O: 3.40854 5.25203 -1.32425  0.000
O: 2.38249 4.61072 0.95805  0.000
H: 2.72199 5.86255 2.50871  0.000
H: 2.34354 4.34796 3.09200  0.000
H: 4.71975 3.55776 2.42828  0.000
H: 4.98697 5.12577 3.02573  0.000
C: 1.37781 1.70512 4.96150  0.000
C: 1.08542 0.43756 4.12472  0.001
O: -0.27201 0.50964 3.64314  0.000
S: -1.08868 1.70197 4.45872  0.000
O: -1.65645 1.19840 5.70655  0.000
O: -2.03479 2.44039 3.59691  0.000
O: 0.25070 2.57426 4.74440  0.000
H: 2.14281 2.26164 4.42005  0.000
H: 1.79125 1.55000 5.95805  0.000
H: 1.25651 -0.43403 4.75652  0.000
H: 1.72762 0.44495 3.24402  0.001
C: -1.76337 -4.34892 -0.22040  0.000
C: -1.88224 -5.62226 -1.04909  0.000
O: -3.26006 -5.96972 -0.97480  0.000
S: -4.26614 -4.67898 -1.04101  0.000
O: -5.45455 -4.78765 -0.20579  0.000
O: -4.38968 -4.20738 -2.43766  0.000
O: -3.07156 -3.74732 -0.16653  0.000
H: -1.02879 -3.62789 -0.57903  -0.001
H: -1.51841 -4.59807 0.81207  0.000
H: -1.33718 -6.50634 -0.71832  0.000
H: -1.57300 -5.48699 -2.08551  0.000
C: -1.65186 -0.67133 -3.89853  0.000
C: -2.25601 -1.36811 -2.70651  0.000
O: -2.08346 -2.80451 -2.90703  0.000
S: -0.78539 -3.07470 -3.86780  0.000
O: -1.27528 -4.01472 -4.92244  0.002
O: 0.48519 -3.39176 -3.13926  0.009
O: -0.71505 -1.53469 -4.48532  0.000
H: -1.13079 0.23707 -3.59628  0.000
H: -2.44646 -0.36625 -4.57946  0.000
H: -3.31048 -1.17602 -2.50825  0.000
H: -1.62271 -1.17713 -1.84017  0.000
C: 0.63049 -3.46285 3.12770  0.000
Cl: -0.64600 -2.56304 3.99771  0.001
Cl: 1.36808 -4.65816 4.22153  0.000
H: 0.23346 -3.99900 2.26573  0.000
H: 1.33973 -2.74610 2.71374  0.000

Cartesian forces (eV/Å) of the 6 atoms listed first:
Pb -2.67 1.94 -0.36
Ca -1.69 0.27 -0.59
O 3.30 -2.97 -0.67
C -1.40 1.23 1.00
C 1.07 -0.02 -2.37
O 0.40 1.41 0.83

HOMO-LUMO gap (alpha / beta) in eV: 3.81 / 3.38
⟨S²⟩: 0.755
Charge: +3
Maximum force in eV/A: 6.6
2S+1: 2


Record 2
Computed, not measured: C3H5ClN2 in the gas phase at a distorted geometry, with the ωB97M-V functional and the def2-TZVPD basis.

Each line ends with the Löwdin charge.
Positions of all 11 atoms, in Å:
C: 0.24418 0.41491 -1.26332  -0.103
C: 0.14443 0.34143 0.22767  -0.245
C: 0.11041 -1.85821 -1.88905  -0.706
N: 0.39781 -0.68962 -1.87878  -0.050
N: -0.23515 -1.00018 0.72922  0.013
Cl: 1.15410 -3.10461 -2.01886  0.682
H: 0.13933 1.39789 -1.69219  0.114
H: 1.09229 0.69416 0.62349  0.112
H: -0.59392 0.99952 0.59542  0.089
H: -0.74709 -1.54954 -0.09126  0.092
H: 0.60122 -1.45883 0.72940  0.002

Cartesian forces (eV/Å) of the 6 atoms listed first:
C 0.24 -0.30 0.19
C -0.12 -1.23 0.25
C -2.61 -2.22 -0.39
N 0.32 4.29 -0.11
N -2.82 0.76 -2.30
Cl 1.86 -1.56 -0.22

HOMO-LUMO gap in eV: 8.42
ΔE to the lowest compared entry with this formula, charge and spin in kcal/mol: 66.3
Charge: 0
Maximum force in eV/A: 4.3


Record 3
Computed, not measured: a 9-piece molecular cluster, C29H73N3O9 overall at a distorted geometry, with the ωB97M-V functional and the def2-TZVPD basis.

Each line ends with the Löwdin charge.
Positions of all 114 atoms, in Å:
C: 1.35470 -5.72244 0.51902  -0.027
C: -0.07091 -5.44659 1.01242  -0.501
C: -0.69682 -6.76994 1.32978  -0.061
C: -0.10228 -4.58160 2.35596  -0.120
C: 0.46128 -3.16573 2.15122  -0.173
C: -0.46953 -2.57835 1.10826  -0.155
C: -0.57352 -3.23533 -0.29274  -0.513
C: -1.78651 -2.64593 -0.90174  -0.061
C: 0.71269 -2.95839 -1.08582  -0.016
N: -0.92981 -4.67044 0.06366  -0.062
O: -1.11484 -5.33975 -1.18296  -0.019
H: 1.91292 -6.15300 1.35251  0.090
H: 1.27371 -6.52658 -0.22366  0.088
H: 1.85988 -4.87527 0.09413  0.051
H: -1.05704 -7.27733 0.41252  0.088
H: -0.00436 -7.56026 1.72357  0.100
H: -1.53851 -6.76792 2.01182  0.078
H: -1.13466 -4.51232 2.77729  0.131
H: 0.58082 -5.08290 3.02879  0.107
H: 0.46208 -2.63711 3.09628  0.103
H: 1.50690 -3.22082 1.83599  0.106
H: -0.25066 -1.48349 0.97823  0.131
H: -1.46625 -2.59758 1.54937  0.102
H: -2.71998 -2.90882 -0.31021  0.117
H: -1.98844 -2.91839 -1.97579  0.094
H: -1.59392 -1.55982 -0.80210  0.076
H: 0.79288 -3.53510 -2.02673  0.093
H: 1.61451 -2.99474 -0.46935  0.070
H: 0.72025 -1.88681 -1.39205  0.073
H: -0.30502 -5.48568 -1.60620  0.046
C: 1.86703 0.26107 4.25577  -0.055
C: 3.13579 0.97480 3.79901  -0.458
C: 4.06063 1.06020 5.01592  -0.025
C: 3.72962 0.21331 2.58660  -0.115
C: 4.74482 1.05683 1.86075  -0.190
C: 4.29275 2.40532 1.42989  -0.141
C: 3.76674 3.22417 2.63397  -0.500
C: 4.99043 3.70716 3.50211  -0.035
C: 3.05678 4.53804 2.17696  -0.009
N: 2.76105 2.35640 3.24310  -0.034
O: 2.15109 3.10457 4.40760  -0.055
H: 2.11222 -0.73451 4.67121  0.093
H: 1.26328 0.75050 5.05345  0.102
H: 1.18509 0.01245 3.41152  0.071
H: 3.81627 1.80625 5.73736  0.075
H: 4.02087 0.19184 5.56771  0.059
H: 5.09496 1.28165 4.88438  0.066
H: 4.15437 -0.71402 2.97924  0.128
H: 2.85698 -0.06000 1.97815  0.109
H: 5.62023 1.19805 2.52182  0.113
H: 5.05401 0.53904 0.96988  0.113
H: 3.45019 2.32379 0.73281  0.102
H: 5.11289 2.98673 0.94434  0.142
H: 4.70371 4.02836 4.50051  0.064
H: 5.48579 4.64316 3.20954  0.086
H: 5.79849 2.98724 3.77170  0.077
H: 2.66398 4.97772 3.10890  0.088
H: 2.27172 4.20797 1.53336  0.074
H: 3.75039 5.19092 1.72539  0.067
H: 2.92394 3.35669 4.91088  0.046
C: 0.09825 -0.14210 -5.95898  -0.053
C: -0.70836 0.48392 -4.86373  -0.501
C: 0.01238 0.11060 -3.54043  -0.030
C: -0.70514 2.03020 -5.00960  -0.114
C: -1.70500 2.70797 -4.05604  -0.163
C: -3.12662 2.16888 -4.39950  -0.135
C: -3.27621 0.64188 -4.32813  -0.513
C: -3.42072 0.12737 -2.90583  -0.026
C: -4.52689 0.38277 -5.18121  -0.032
N: -2.12482 0.04943 -5.04488  -0.059
O: -2.25958 -1.38760 -5.02601  -0.023
H: 0.30685 -1.20644 -5.84725  0.083
H: -0.48496 -0.10066 -6.88293  0.098
H: 1.08320 0.23874 -6.09026  0.078
H: 1.06557 0.43988 -3.53632  0.099
H: -0.48884 0.46380 -2.63042  0.066
H: 0.13955 -0.96838 -3.40212  0.064
H: 0.30168 2.28802 -4.72056  0.111
H: -0.94907 2.33656 -6.04314  0.131
H: -1.40570 2.48898 -3.02340  0.088
H: -1.71302 3.77768 -4.07375  0.103
H: -3.28705 2.43552 -5.46299  0.118
H: -3.93164 2.64493 -3.82508  0.118
H: -3.24695 -0.97543 -2.78224  0.082
H: -4.38386 0.22562 -2.47378  0.073
H: -2.70117 0.54712 -2.20152  0.063
H: -5.39232 0.90864 -4.73901  0.091
H: -4.77558 -0.67127 -5.36003  0.090
H: -4.32079 0.94484 -6.09637  0.077
H: -1.78746 -1.77974 -4.29665  0.061
C: -3.80964 4.54676 -0.80790  -0.121
O: -3.28152 3.24818 -1.12579  -0.148
H: -4.15303 5.17103 -1.65021  0.088
H: -4.62301 4.41795 -0.09459  0.075
H: -3.04580 5.09920 -0.23830  0.080
H: -3.03646 3.19424 -2.05857  0.030
C: -3.31770 0.42059 0.81620  -0.121
O: -3.54740 -0.19351 2.07054  -0.133
H: -3.64273 -0.20031 0.01353  0.054
H: -3.84028 1.35693 0.85832  0.074
H: -2.18445 0.66064 0.66891  0.100
H: -3.24428 -1.10688 2.10158  0.084
O: -0.58287 2.40264 -0.18392  -0.076
H: -1.39801 2.89485 -0.31048  0.001
H: -0.53171 2.30069 0.78363  -0.004
O: -2.43045 0.14668 4.39331  -0.089
H: -2.85223 0.86841 4.88024  0.040
H: -2.71888 0.28712 3.45845  -0.007
O: -0.15223 1.68568 2.55758  -0.080
H: 0.63898 2.13808 2.98611  0.052
H: -0.62748 1.42350 3.34992  0.022
O: 1.84932 0.76515 -0.32425  -0.046
H: 1.62466 1.34033 0.39150  -0.014
H: 1.27584 1.14308 -0.98892  0.005

Cartesian forces (eV/Å) of the 6 atoms listed first:
C -0.58 -0.72 0.16
C -0.21 1.83 1.03
C -0.41 -2.44 -0.67
C 0.84 -0.22 -0.74
C -0.54 -1.35 -0.82
C 0.37 2.45 0.04

HOMO-LUMO gap in eV: 9.06
SMILES: CC1(C)CCCC(C)(C)N1O.CC1(C)CCCC(C)(C)N1O.CC1(C)CCCC(C)(C)N1O.CO.CO.O.O.O.O
ΔE to the lowest compared entry with this formula, charge and spin in kcal/mol: 40.0
Charge: 0
Maximum force in eV/A: 3.2


Record 4
Computed, not measured: C3H5AgBrNO2 as an isolated structure at a distorted geometry, with the ωB97M-V functional and the def2-TZVPD basis.

Each line ends with the Löwdin spin population.
Positions of all 13 atoms, in Å:
O: 0.33270 0.97258 2.32872  0.001
C: -0.29725 0.88653 1.15064  0.003
O: -1.78601 1.05934 1.07273  0.001
C: 0.43973 0.55673 -0.29709  0.039
C: -0.36276 -0.63771 -1.14657  0.052
N: -0.65082 -1.86978 -0.31585  0.817
Br: 1.04890 -2.61662 0.11188  0.052
H: -1.88773 1.61202 0.21924  0.000
H: 0.29003 1.53843 -0.95891  0.001
H: 1.58708 0.34277 -0.20986  0.002
H: 0.22064 -0.93510 -2.14272  0.022
H: -1.42030 -0.16645 -1.43612  0.000
Ag: 2.48578 -0.74273 1.62391  0.010

Cartesian forces (eV/Å) of the 6 atoms listed first:
O -3.42 -1.16 -7.53
C 0.72 0.28 4.35
O 4.90 0.93 -1.50
C -1.21 0.72 -0.53
C -0.60 0.97 -0.20
N 1.30 1.52 -0.92

HOMO-LUMO gap (alpha / beta) in eV: 8.82 / 8.86
⟨S²⟩: 0.758
Charge: +1
Maximum force in eV/A: 8.3
2S+1: 2


Record 5
Computed, not measured: C17H17IrN2O3 as an isolated structure at a distorted geometry, with the ωB97M-V functional and the def2-TZVPD basis.

Each line ends with the Löwdin charge.
Positions of all 40 atoms, in Å:
Ir: -0.20526 -0.12005 0.46961  1.408
O: -2.09926 -0.84378 0.03137  -0.212
C: -2.11172 -2.15091 -0.08133  -0.376
C: -3.04646 -2.90695 0.65678  -0.008
C: -3.08147 -4.27681 0.58171  -0.070
C: -2.22462 -4.96284 -0.28702  -0.088
C: -1.33529 -4.25102 -1.05106  -0.042
C: -1.23052 -2.85278 -0.95241  -0.157
C: -0.17565 -2.20182 -1.66590  -0.030
N: 0.22976 -0.99763 -1.43827  -0.078
N: 1.26455 -0.45786 -2.09571  0.078
C: 1.72162 0.64076 -1.55002  -0.459
O: 1.24381 1.15634 -0.47224  -0.192
C: 2.87269 1.30294 -2.20278  -0.151
C: 3.62480 0.64644 -3.17509  -0.029
C: 4.72838 1.26896 -3.73214  -0.080
C: 5.08470 2.55000 -3.33289  -0.086
C: 4.32824 3.21191 -2.37672  -0.078
C: 3.22915 2.59034 -1.80864  -0.022
H: -3.69570 -2.35840 1.32663  0.118
H: -3.76816 -4.83235 1.20765  0.106
H: -2.24821 -6.04269 -0.33578  0.101
H: -0.64695 -4.77469 -1.70502  0.113
H: 0.36389 -2.78108 -2.41059  0.143
H: 3.33748 -0.35168 -3.47371  0.106
H: 5.32129 0.75491 -4.47744  0.102
H: 5.95681 3.02989 -3.75771  0.102
H: 4.59892 4.21301 -2.06742  0.103
H: 2.63647 3.09201 -1.05615  0.114
C: 1.24926 -0.30321 3.31505  -0.068
C: 1.50006 -1.51430 2.40516  -0.562
C: 2.81029 -1.32906 1.62704  -0.059
O: 0.42391 -1.73777 1.54724  -0.308
H: 2.13704 -0.05121 3.89501  0.080
H: 0.41470 -0.49990 3.98808  0.077
H: 0.99675 0.55718 2.67944  0.052
H: 1.59317 -2.41509 3.02704  0.140
H: 2.75336 -0.41845 1.02414  0.058
H: 2.96333 -2.18007 0.96340  0.079
H: 3.65682 -1.24711 2.30996  0.078

Cartesian forces (eV/Å) of the 6 atoms listed first:
Ir 0.78 -1.96 -3.90
O 0.97 0.10 1.39
C -0.26 -0.79 -0.21
C 0.12 0.35 0.01
C 0.05 -0.05 -0.14
C -0.05 -0.05 0.04

HOMO-LUMO gap (alpha / beta) in eV: 6.89 / 6.86
ΔE to the lowest compared entry with this formula, charge and spin in kcal/mol: 38.1
Charge: 0
Maximum force in eV/A: 4.4